Density functional theory data (ωB97M-V with the def2-TZVPD basis set) for a structure of composition C18H27N2O6P2Pd.

```
56
Properties=species:S:1:pos:R:3:mulliken_spin:R:1
Pd 0.65291 -0.29883 0.12212 1.11
P 0.27160 0.53531 -2.06312 0.43
C 1.76166 0.01961 -2.84109 0.64
C 2.88529 -0.11542 -1.99868 -0.10
N 2.69238 -0.31183 -0.64289 0.18
C 3.70433 -0.40031 0.22741 0.07
C 5.01058 -0.09547 -0.18667 0.15
C 5.26220 0.09266 -1.55425 -0.03
C 4.21808 0.01421 -2.46399 0.18
C 3.35725 -0.67206 1.70178 0.01
P 1.70149 -1.47004 1.79861 0.34
H 4.36551 0.07913 -3.54395 0.00
H 5.80479 -0.02435 0.55414 0.00
H 6.27737 0.29831 -1.90613 0.00
H 4.10827 -1.27245 2.24178 0.01
H 3.23099 0.28228 2.24459 0.00
H 0.96482 -2.17898 -3.25823 0.00
H 1.91172 0.00281 -3.92532 -0.01
H 0.04846 -3.26028 -1.45225 0.00
O 0.69310 -3.08672 -3.10888 0.01
H 1.51690 -3.58495 -3.28252 0.00
H -0.23533 -2.12436 -0.16659 -0.02
O -0.37146 -3.24039 -0.54582 0.01
H -1.33811 -3.45431 -0.71909 0.00
C 2.06983 -3.23563 1.62856 0.02
H 2.78445 -3.58139 2.38777 0.02
H 1.14463 -3.81434 1.73526 0.00
H 2.50037 -3.41611 0.63590 0.00
C 0.98258 -1.15773 3.45375 0.03
H 0.07617 -1.78673 3.54181 0.00
H 1.67710 -1.39618 4.28360 0.02
H 0.67225 -0.09626 3.51643 0.00
C 0.49799 2.31861 -1.91168 0.06
H 0.36737 2.78676 -2.88852 0.03
H -0.20848 2.73429 -1.19204 0.00
H 1.51904 2.50277 -1.56620 0.00
C -1.24315 0.15111 -2.98645 0.02
H -2.10489 0.30606 -2.32030 0.00
H -1.34973 0.82022 -3.85385 0.03
H -1.25308 -0.88978 -3.34389 -0.01
O -0.61484 1.09646 1.40799 0.35
C -1.69729 0.51230 1.05000 -0.04
O -1.68512 -0.60131 0.39275 0.28
C -3.01259 1.24137 1.29453 0.08
C -4.18532 0.92622 0.57638 0.01
C -5.35210 1.66057 0.77893 0.00
C -5.36329 2.72149 1.69987 0.06
C -4.19832 3.05518 2.41467 -0.01
C -3.02647 2.33144 2.19005 0.02
N -6.55603 3.47473 1.90033 -0.01
O -7.58041 3.15848 1.25540 0.01
O -6.56455 4.39338 2.74955 0.00
H -4.17861 0.10277 -0.13784 0.00
H -6.26294 1.44093 0.23383 0.00
H -4.23304 3.88383 3.11905 0.00
H -2.11638 2.62290 2.72339 0.00
```

Results
<S²>	6.05
spin multiplicity	5
total charge	+3
energy above the lowest of the compared OMol25 structures with the same formula, charge and spin	0.0	kJ/mol
molecular weight	535.8	g/mol

---

Density functional theory data (ωB97M-V with the def2-TZVPD basis set) for a cluster of 2 separate species, C12H16F6N2O5 in total.

```
41
Properties=species:S:1:pos:R:3:lowdin_charge:R:1
N -4.33099 0.57059 -0.15210 0.11
C -3.26874 0.87537 -0.59955 -0.31
O -2.06169 1.01063 -1.30866 -0.19
C -2.15481 2.13977 -2.27141 -0.13
C -2.22161 3.53977 -1.53239 -0.29
O -3.34188 3.98240 -1.14465 0.03
C -0.95098 4.50775 -1.26429 -0.23
F -1.41550 5.84426 -1.53921 0.04
F 0.10885 4.29552 -2.20667 0.04
C -0.45608 4.52807 0.25032 -0.22
F -1.58836 4.89821 1.03545 0.09
F 0.48327 5.58293 0.45631 0.08
C 0.04464 3.12483 0.81290 -0.19
F 0.62967 3.39722 2.09717 0.06
F -1.02178 2.22926 1.09469 0.10
C 1.18542 2.41441 -0.03968 -0.27
O 0.83424 1.65783 -0.98250 0.07
O 2.57076 2.56799 0.17388 0.10
H -1.18623 2.16919 -2.89817 0.05
H 2.93851 1.69213 -0.10547 0.13
C 2.09330 -3.34214 -0.12513 0.01
N 0.70252 -3.48474 0.46889 -0.35
C 0.64773 -4.81384 1.19392 0.01
C -0.32054 -3.48429 -0.63526 0.03
C 0.41761 -2.37827 1.50102 -0.07
C 0.42664 -0.96151 0.93227 -0.21
O 1.70502 -0.64660 0.39819 -0.08
H 2.33765 -4.27195 -0.64367 0.11
H 2.09196 -2.53583 -0.85329 0.10
H 2.80233 -3.16171 0.68200 0.11
H 0.84503 -5.60752 0.47441 0.11
H -0.34711 -4.92827 1.62316 0.11
H 1.40924 -4.80923 1.97459 0.11
H -0.24701 -2.55254 -1.19350 0.11
H -1.31270 -3.58581 -0.18793 0.12
H -0.11770 -4.32787 -1.29774 0.11
H 1.18511 -2.47902 2.27316 0.14
H -0.55967 -2.60162 1.93452 0.14
H 0.20485 -0.25057 1.73327 0.14
H -0.33314 -0.83659 0.15629 0.12
H 1.57219 0.03176 -0.28515 0.05
```

Results
energy	-42217.56771	eV
total charge	0
molecular weight	382.3	g/mol

---

Density functional theory data (ωB97M-V with the def2-TZVPD basis set) for the molecule C4H8N4.

```
16
Properties=species:S:1:pos:R:3:lowdin_charge:R:1
C 0.78468 0.83200 -1.84240 -0.34
C -0.40810 -0.27878 0.28737 -0.21
C -1.29637 0.16304 2.57702 -0.10
C 0.10358 -0.33170 2.68449 -0.12
H 1.55981 2.48112 -2.61976 0.09
H 0.63417 1.36417 -0.81089 0.12
H 0.40100 -1.01822 -2.59548 0.20
H -0.55415 0.73550 0.40713 0.07
H -1.40600 1.13282 1.98875 0.11
H -2.14187 -0.26813 3.23682 0.13
H 0.66337 0.42371 2.37257 0.04
H 0.43852 -1.20994 3.30997 0.13
N 1.46986 1.35410 -2.93879 -0.01
N 0.06400 -0.27926 -1.82076 -0.10
N -0.01067 -1.01562 -0.70841 0.05
N -0.76570 -0.90899 1.53539 -0.06
```

Results
total charge	0
SMILES	[H]/N=C/N/N=C/N1CC1
energy above the lowest of the compared OMol25 structures with the same formula, charge and spin	564.7	kJ/mol
molecular weight	112.1	g/mol

---

Density functional theory data (ωB97M-V with the def2-TZVPD basis set) for a cluster of 3 separate species, C3H11NO2 in total.

```
17
Properties=species:S:1:pos:R:3:lowdin_charge:R:1
C 0.85219 -1.96451 0.47334 -0.03
C -0.14084 -1.15695 0.97024 -0.20
N -1.05505 -0.38940 0.24770 -0.12
C -1.65291 0.79020 0.73546 -0.16
H 0.78828 -2.51396 -0.46148 0.06
H 1.69757 -2.22446 0.95133 0.00
H -0.30623 -1.20454 2.05777 0.12
H -1.13749 -0.70850 -0.70163 0.12
H -2.34183 0.55155 1.62110 0.09
H -1.00539 1.65473 1.11605 0.10
H -2.40188 1.22719 -0.06214 0.11
H 2.99614 0.99550 0.07158 0.05
H 2.09097 -0.11973 -0.28722 -0.02
O 2.44224 0.69060 -0.66278 -0.06
H -0.98225 1.82131 -2.37292 0.15
H 0.05573 0.87668 -1.60552 -0.06
O 0.10075 1.67429 -2.09088 -0.13
```

Results
total charge	0
SMILES	C=CNC.O.O
energy above the lowest of the compared OMol25 structures with the same formula, charge and spin	255.5	kJ/mol
molecular weight	93.1	g/mol

---

Density functional theory data (ωB97M-V with the def2-TZVPD basis set) for a structure of composition C22H66AsF6N4O12.

```
111
Properties=species:S:1:pos:R:3:lowdin_charge:R:1
As 0.99551 -0.40067 0.11127 0.84
F -0.36013 -0.58551 1.20966 -0.25
F 1.57858 -2.00797 0.43423 -0.23
F 2.41410 -0.14349 -0.94503 -0.26
F 0.54894 1.24956 -0.31412 -0.26
F 1.93804 0.28877 1.41001 -0.25
F -0.13155 -0.96300 -1.15822 -0.27
C -3.95657 -3.47427 2.41371 -0.07
C -2.98651 -2.98544 3.46239 -0.45
C -2.06559 -4.07162 4.02056 -0.20
O -2.82967 -5.06922 4.66608 -0.18
C -2.18737 -6.30605 4.82371 -0.13
N -2.25745 -1.78285 3.13371 0.05
H -4.33763 -2.62461 1.83500 0.07
H -4.86988 -3.98549 2.72907 0.07
H -3.54183 -4.13629 1.64410 0.06
H -3.66015 -2.62227 4.24967 0.14
H -1.40726 -3.56097 4.73313 0.12
H -1.38874 -4.46728 3.25531 0.13
H -2.76562 -6.79669 5.60657 0.08
H -1.12793 -6.16973 5.07093 0.09
H -2.16637 -6.97288 3.95087 0.08
H -1.59405 -1.79348 2.36670 0.05
H -2.93009 -1.07055 2.87664 0.06
C 4.20793 5.89430 0.60312 -0.06
C 3.61873 4.73252 -0.14795 -0.44
C 4.60534 4.12556 -1.18335 -0.17
O 5.16582 5.05675 -2.11352 -0.19
C 4.19510 5.62750 -2.98444 -0.11
N 3.26416 3.68473 0.81687 0.04
H 4.63684 6.67753 -0.02162 0.08
H 5.03826 5.48350 1.18869 0.09
H 3.58062 6.33527 1.38059 0.08
H 2.74168 4.98328 -0.75854 0.12
H 4.11220 3.39997 -1.84351 0.12
H 5.43994 3.64318 -0.67652 0.13
H 4.32693 6.64892 -3.34483 0.08
H 3.16681 5.62217 -2.61790 0.07
H 4.28013 4.97712 -3.86319 0.08
H 2.51615 4.12343 1.34971 0.08
H 2.81277 2.87045 0.41339 0.07
C -1.57510 4.40996 2.10208 -0.05
C -2.03236 3.10947 2.80459 -0.42
C -3.10776 3.34882 3.87165 -0.20
O -2.80725 4.36128 4.83591 -0.17
C -3.70832 4.31031 5.88458 -0.16
N -2.68200 2.28220 1.80914 0.04
H -0.90230 4.84856 2.84111 0.07
H -2.45758 4.96900 1.80392 0.08
H -1.01653 4.09090 1.22193 0.07
H -1.13602 2.61345 3.18953 0.14
H -3.14615 2.43438 4.48158 0.12
H -4.11807 3.43942 3.46411 0.13
H -3.70026 3.32899 6.37924 0.09
H -4.77860 4.43193 5.64052 0.08
H -3.61423 5.09735 6.63398 0.08
H -3.36956 1.61892 2.14232 0.06
H -2.14821 1.78064 1.11296 0.05
C -0.04396 -3.73092 -3.15332 -0.06
C -0.88583 -4.54899 -2.17135 -0.41
C -2.33509 -4.05377 -2.18718 -0.20
O -3.05600 -4.83905 -1.25606 -0.16
C -4.39350 -4.46363 -1.18298 -0.14
N -0.81386 -5.93471 -2.74066 0.03
H 0.06679 -2.72098 -2.74573 0.05
H -0.53958 -3.74320 -4.12031 0.08
H 0.95981 -4.14996 -3.21805 0.07
H -0.53133 -4.58485 -1.13832 0.14
H -2.66443 -4.17807 -3.22707 0.13
H -2.40270 -2.99098 -1.93632 0.11
H -4.65655 -3.42259 -1.41500 0.08
H -4.75530 -4.57305 -0.15692 0.07
H -5.11629 -4.99703 -1.81597 0.09
H 0.12866 -6.27765 -2.63654 0.06
H -1.52033 -6.44717 -2.22161 0.06
C -4.43007 0.95047 -1.48135 -0.21
C -2.96948 0.54496 -1.44574 -0.25
O -2.71716 -0.56853 -0.58907 -0.11
O -5.12424 -0.10139 -2.16939 -0.09
H -4.41262 1.88161 -2.04642 0.12
H -4.89239 0.94631 -0.49029 0.12
H -2.32737 1.34950 -1.05861 0.10
H -2.54564 0.31129 -2.42413 0.12
H -1.96504 -1.08562 -0.90597 0.03
H -5.02752 -0.85489 -1.57394 0.06
C 1.52773 2.70247 -4.14487 -0.22
C 1.11508 1.23742 -4.00809 -0.27
O -0.15053 1.02943 -3.45226 -0.06
O 2.80914 2.68435 -4.76163 -0.08
H 1.54735 3.13909 -3.14065 0.12
H 0.82128 3.23571 -4.78902 0.12
H 1.86221 0.73996 -3.37341 0.09
H 1.18059 0.66760 -4.95002 0.13
H -0.13551 0.21080 -2.95052 0.05
H 2.90262 3.54173 -5.18559 0.07
C 4.96675 -2.48400 0.02224 -0.20
C 4.49978 -3.27463 -1.19102 -0.22
O 5.12995 -2.77930 -2.39602 -0.09
O 4.86207 -1.06879 -0.23737 -0.12
H 5.93078 -2.66382 0.48777 0.12
H 4.22733 -2.56265 0.83000 0.11
H 3.41755 -3.36769 -1.27001 0.11
H 4.98338 -4.25513 -1.20096 0.11
H 4.76084 -1.90407 -2.58867 0.03
H 3.98478 -0.85039 -0.62382 0.04
O 4.11077 -0.18169 -3.46031 -0.04
H 4.17134 0.74794 -3.21243 0.04
H 3.66993 -0.17618 -4.31668 0.05
O 5.17570 1.41820 1.27614 -0.09
H 4.42211 2.02565 1.21441 -0.03
H 4.85812 0.56119 0.92900 0.00
```

Results
total charge	-1
energy above the lowest of the compared OMol25 structures with the same formula, charge and spin	81.5	kJ/mol
molecular weight	767.7	g/mol